Below is a structure of composition CH2FNO in a non-equilibrium geometry, with properties calculated with ωB97M-V with the def2-TZVPD basis set.

Calculated values
Orbital gap (Eh): 0.3355
E_LUMO (Ha): 0.0037
HOMO level (Ha): -0.332
ΔE to the lowest compared entry with this formula, charge and spin (kJ/mol): 475.7
E_tot (Ha): -269.00609

Geometry as ORCA input:
```
! RIJCOSX wB97M-V def2-TZVPD def2/J DEFGRID3
* xyz 0 1
C -0.02078 -0.53079 -0.11921
N 0.12059 0.73818 -0.04635
O 0.44556 -1.68773 1.16063
F -0.55654 -1.16772 -1.10637
H 0.03708 1.18968 0.91175
H -0.02592 1.45837 -0.80045
*
```